Record 1
Here is the molecule C19H25N3OS2 from OMol25. Energies are from ωB97M-V/def2-TZVPD.

## Properties
- LUMO (eV) = 0.3
- relative energy (zero: lowest compared OMol25 entry of this formula, charge and spin) (eV) = 0.982

Geometry (Å):
N -2.58 -3.98 2.96
H 0.51 -0.96 -1.44
H 1.84 5.16 -4.32
C -2.29 -2.73 2.59
H -0.53 -1.15 -2.86
C -0.23 -0.46 -2.06
H -2.63 -5.38 5.38
H 1.29 0.57 -3.21
C -1.69 -5.10 2.78
C -1.28 -0.71 1.66
H -0.29 1.17 1.66
N -1.19 0.87 -0.18
C -3.69 -4.28 3.85
C -0.60 2.07 -0.73
H -2.96 0.38 2.47
C 0.68 1.82 -1.55
C -1.46 -0.10 -1.22
S 3.72 2.02 -1.84
S -0.82 -2.40 1.66
C 0.37 0.81 -2.66
C -2.44 -6.27 3.42
C -3.26 -5.59 4.51
H 1.46 1.41 -0.90
H -3.10 -6.73 2.68
H 3.31 6.12 -4.07
H 2.06 6.01 -2.81
H -4.61 -4.42 3.26
H -1.34 2.53 -1.39
H -0.39 2.77 0.08
H -1.88 -0.99 -0.76
H 0.51 -0.10 0.71
C 5.04 2.90 -2.46
H 5.34 4.76 -3.50
C 2.59 5.47 -3.59
O 0.39 3.97 -2.57
N -3.01 -1.69 2.85
H -1.47 -5.25 1.72
C 4.65 4.06 -3.05
H -0.34 1.26 -3.36
C -0.47 0.33 0.97
H -1.76 -7.03 3.80
C 1.16 3.11 -2.19
H -4.11 -6.19 4.83
H -0.73 -4.91 3.29
C 2.60 3.24 -2.38
C 3.26 4.27 -3.01
H -2.23 0.34 -1.87
C -2.45 -0.56 2.33
H -3.84 -3.46 4.55
H 6.03 2.51 -2.35

Record 2
Here is a structure of composition C19H25N5O3S from OMol25. Energies are from ωB97M-V/def2-TZVPD.

## Properties
- LUMO (eV) = 0.6
- relative energy (zero: lowest compared OMol25 entry of this formula, charge and spin) (eV) = 18.819

Geometry (Å):
H -2.62 4.52 0.97
H -2.51 -5.80 0.46
C -1.99 2.41 1.13
H -2.17 4.43 -1.53
H -1.19 4.21 2.18
C 2.88 -2.38 -0.23
H -1.05 -4.88 1.01
H -1.07 1.80 1.29
C -2.18 -4.83 0.79
C -1.50 3.77 1.19
H -3.70 0.51 1.82
H -1.52 -4.32 -1.45
O 3.08 -3.11 0.57
C 2.92 2.83 0.48
C 5.04 1.35 0.37
N -1.49 -0.56 0.35
C 0.67 -2.79 -0.99
C -2.40 -1.69 0.48
C 3.72 1.30 0.27
N -1.74 -2.73 -0.20
H 5.49 -1.94 -0.03
H 3.26 3.27 1.26
H 1.00 -3.73 -0.43
O -3.71 0.58 -1.64
C -1.34 3.60 -1.23
H -2.75 -4.41 1.48
C -0.36 -2.26 -0.42
S -4.04 -1.51 0.55
O -0.79 4.06 -0.01
H -2.08 1.88 -2.15
C -2.24 -4.11 -0.68
N -0.33 -0.96 -0.09
H 3.35 3.27 -0.47
C 2.91 0.25 0.19
H 0.49 -3.39 -1.94
C -4.08 0.36 0.88
H 1.90 2.83 -0.05
H 1.94 0.46 0.01
H -3.28 -3.72 -0.89
H -5.20 0.42 0.83
C -3.39 1.15 -0.32
H -0.67 4.02 -2.11
C 5.00 -0.94 0.22
C -1.50 2.19 -1.28
C 3.64 -0.96 -0.13
H 5.63 2.44 0.45
H 1.63 -1.26 -1.38
H -0.61 1.51 -1.13
C 5.85 0.30 0.17
N 1.78 -2.04 -1.18
N -2.53 1.96 0.11
H -2.82 2.39 2.01
H 6.70 0.26 0.45

Record 3
Here is a structure of composition C19H25N5PdSTe from OMol25. Energies are from ωB97M-V/def2-TZVPD.

## Properties
- LUMO (spin up / spin down) (eV) = -1.7 / -1.8
- relative energy (zero: lowest compared OMol25 entry of this formula, charge and spin) (eV) = 1.713

Geometry (Å):
H 1.99 -4.72 2.45
C 1.66 -1.78 0.89
C 2.34 -1.07 -2.48
H 0.51 3.72 -1.36
C 0.27 2.95 -0.62
N -0.91 1.03 -1.55
C -1.81 -0.17 2.87
H -2.68 0.23 3.37
C -4.15 3.79 -0.17
H 3.58 -3.51 0.15
C 1.43 0.86 -1.57
C -4.40 3.18 -1.55
C -0.77 -0.98 0.86
H 1.39 -2.19 -0.09
H 4.09 -3.87 1.82
H -4.34 4.87 -0.21
H 1.27 -4.44 0.85
C -0.63 -0.39 3.57
C 3.64 -0.60 -2.35
H -3.11 3.63 0.13
C 0.42 -1.21 1.55
C -3.15 1.04 -1.54
H -2.81 -0.30 0.98
H 2.83 2.37 -0.96
N 1.28 -0.38 -2.10
H 2.38 -0.97 0.72
C 2.71 1.39 -1.39
C 3.62 -3.12 1.18
H 4.48 -1.20 -2.67
H 4.25 -2.22 1.18
H -4.80 3.35 0.58
H 0.53 -3.72 2.29
H -3.69 3.59 -2.27
H 1.01 2.98 0.18
N 2.31 -2.80 1.70
S -3.32 -0.70 -1.67
Te -0.83 -3.48 -1.67
H 2.14 -2.05 -2.90
H -5.14 1.18 -1.56
H -5.41 3.43 -1.88
N -2.04 1.72 -1.44
C 0.22 1.59 -1.24
N -4.31 1.73 -1.56
C 1.48 -3.98 1.83
C 0.47 -0.90 2.91
C 3.82 0.65 -1.78
Pd -0.86 -1.05 -1.21
H -0.71 3.18 -0.20
H -0.58 -0.16 4.62
H 1.39 -1.10 3.44
H 4.81 1.05 -1.63
C -1.88 -0.47 1.51

Record 4
Here is a cluster of 2 separate species, C19H25N7O3 in total from OMol25. Energies are from ωB97M-V/def2-TZVPD.

## Properties
- LUMO (eV) = 0.4
- relative energy (zero: lowest compared OMol25 entry of this formula, charge and spin) (eV) = 0.000

Geometry (Å):
C 1.59 -0.75 -3.49
C 1.49 -2.18 -1.53
H -2.94 -1.80 -0.14
H 0.53 -4.10 -1.81
H -1.29 -2.36 0.17
H -0.06 3.84 0.92
O -2.11 0.94 4.92
C 0.23 2.27 -2.53
H -0.63 0.32 -2.25
H 1.00 -0.55 1.36
H 1.97 2.89 -1.84
H -1.33 3.05 4.15
H 2.68 1.63 2.47
H 1.88 0.18 -3.97
C 1.84 -0.26 1.99
H 3.11 -0.39 -0.51
C 0.92 -1.73 -4.24
O 0.21 3.14 -3.39
N -0.41 3.82 1.87
C -0.96 1.35 -2.40
C -2.47 -2.04 1.93
H -4.07 -3.46 1.95
C -1.53 0.55 1.46
H -1.74 0.20 -0.51
N 2.27 1.11 1.71
H -2.48 -4.16 1.57
C 2.17 1.80 0.56
H 0.18 4.25 2.58
O 2.55 2.97 0.54
N 1.29 2.16 -1.73
H -2.88 -3.69 3.24
C -1.92 0.11 2.71
C 1.88 -0.97 -2.13
C -2.07 -1.67 0.51
H 0.69 0.63 -0.41
C 1.59 1.14 -0.71
C 2.56 0.10 -1.31
H -1.56 1.70 -1.57
N -2.39 -1.20 2.94
N -1.20 2.31 3.48
C -1.78 1.11 3.76
H -1.55 1.41 -3.32
N -1.57 -0.29 0.37
H 0.02 -3.70 -4.21
H 1.53 -0.34 3.03
N -1.06 1.81 1.19
C 0.82 -3.16 -2.27
H 1.71 -2.36 -0.48
H 3.31 0.61 -1.92
C 0.53 -2.94 -3.63
H 2.67 -0.95 1.82
H 0.70 -1.56 -5.29
C -0.92 2.62 2.19
C -3.01 -3.42 2.19

Record 5
Here is a structure of composition C19H26As2AuBrClN2O2S from OMol25. Energies are from ωB97M-V/def2-TZVPD.

## Properties
- LUMO (eV) = -3.1
- charge = +1
- relative energy (zero: lowest compared OMol25 entry of this formula, charge and spin) (eV) = 0.115

Geometry (Å):
C -0.41 -0.80 4.95
H 3.02 1.46 -1.73
C -0.60 2.00 0.19
H -2.95 -3.94 -1.23
C 1.58 -2.37 3.34
H -1.04 0.08 5.03
C -2.39 -0.64 -3.18
H -3.09 -1.59 -6.34
C 1.97 1.15 -1.72
H -2.38 1.66 1.39
H -1.21 -0.06 -6.80
C 1.86 0.91 1.58
H -2.52 -3.17 -2.74
C 3.37 -0.92 -0.09
Au -1.48 -1.44 1.54
H 0.42 -0.74 5.65
N -2.82 -3.11 -1.78
H 1.77 0.52 -2.58
H 1.99 -2.63 2.36
H 3.64 3.66 2.45
S -3.53 -1.91 0.48
H 1.10 -3.25 3.75
O -0.37 0.74 0.01
N -2.82 -0.80 -1.83
H 1.17 1.18 4.88
C 2.42 2.51 3.79
H -0.89 0.76 -2.59
C 1.59 1.40 3.91
H 3.51 -1.50 -1.00
H 2.62 3.13 4.65
H 1.32 2.02 -1.67
C 1.30 0.58 2.82
Br 0.52 -1.88 -0.80
C -3.00 -1.93 -1.18
H -1.00 -1.68 5.17
C -3.04 -1.29 -4.23
H 4.17 -0.19 0.02
C -2.59 -1.09 -5.53
C -2.02 2.35 0.63
Cl -3.15 2.24 -0.76
H 3.38 -1.58 0.78
C 2.71 2.01 1.47
C 2.99 2.81 2.57
H -2.91 0.04 -1.27
As 0.23 -0.99 3.14
C -0.93 0.45 -4.73
H -2.05 3.38 0.97
C -1.35 0.24 -3.43
As 1.69 0.06 -0.16
H -0.12 1.15 -4.93
O 0.22 2.91 0.08
H 2.37 -2.03 4.00
H 3.14 2.29 0.51
H -3.90 -1.92 -4.03
C -1.54 -0.22 -5.78

Record 6
Here is a structure of composition C19H26As2N4PtS3 from OMol25. Energies are from ωB97M-V/def2-TZVPD.

## Properties
- LUMO (spin up / spin down) (eV) = -5.0 / -8.7
- charge = +2
- relative energy (zero: lowest compared OMol25 entry of this formula, charge and spin) (eV) = 0.845
- spin multiplicity = 5
- ⟨S²⟩ = 6.04

Geometry (Å):
H -6.34 0.75 -2.71
C -1.32 -3.10 2.22
H 4.06 1.97 1.24
C 2.33 1.64 0.01
C 1.84 1.55 -1.29
C -4.74 0.89 -1.32
C 2.72 1.62 -2.36
H -2.57 -4.61 3.02
C 1.87 -4.79 2.71
C 4.08 1.80 -2.14
H 1.08 -2.38 0.55
S -2.35 -1.83 1.86
H 1.89 -5.80 3.12
H -1.40 1.08 -3.70
H -5.38 -1.22 -3.87
H 0.02 2.08 -4.03
H 1.87 0.11 3.68
S -1.48 -1.53 -1.12
C -0.32 1.19 -3.51
H 5.61 2.11 -0.67
H 1.62 -1.93 2.05
H -3.20 -2.13 -3.14
Pt -0.74 -0.05 0.85
H 2.94 1.48 3.38
N -1.65 -4.28 2.77
H 0.38 3.84 1.68
C -3.64 -1.28 -2.64
H 2.41 -4.14 3.40
H 4.77 1.83 -2.97
C -5.40 0.34 -2.39
H -1.71 3.22 -1.93
H 0.19 0.31 -3.90
N 0.04 -3.15 2.08
N 0.78 -2.13 1.49
S -2.87 1.15 0.53
H -1.05 3.36 -0.30
C 2.41 0.65 2.90
H 2.35 1.52 -3.38
C 0.46 -4.36 2.60
H 2.00 3.59 2.38
H -0.08 3.90 -1.70
C 4.56 1.95 -0.85
H -5.17 1.72 -0.78
H 0.55 3.11 3.30
C -2.96 -0.74 -1.54
As -0.08 1.35 -1.58
As 1.17 1.37 1.57
C 0.99 3.17 2.30
C -0.80 3.16 -1.34
H 3.15 -0.02 2.45
C -3.52 0.37 -0.87
N -0.57 -5.03 3.01
C -4.85 -0.76 -3.06
C 3.68 1.86 0.22
H 2.37 -4.78 1.75

Record 7
Here is a structure of composition C19H26AsCoN7O from OMol25. Energies are from ωB97M-V/def2-TZVPD.

## Properties
- LUMO (spin up / spin down) (eV) = -6.0 / -6.8
- charge = +2
- spin multiplicity = 4
- ⟨S²⟩ = 3.76

Geometry (Å):
N 2.18 -3.82 -1.38
H 0.41 2.73 2.71
H -3.11 1.97 -4.16
H -1.87 1.76 -5.32
N 2.57 -0.07 -1.12
N 1.05 -2.41 -0.12
H -2.02 0.56 1.52
H -0.32 -3.78 0.69
N -1.90 0.19 -3.93
H 0.10 2.96 0.99
C -1.18 0.41 -2.77
N -0.35 -0.59 -2.46
H -1.93 2.27 -2.37
H 2.71 -0.50 2.14
H -3.41 3.87 4.34
H -2.43 -1.78 -4.44
H -2.90 2.50 2.32
C -2.82 2.94 4.41
C 1.17 -4.56 -0.75
C 2.83 -1.37 -1.41
As 0.57 0.62 1.44
C 1.83 -0.25 2.70
H 1.78 2.91 1.51
H 1.34 -1.15 3.12
C -1.22 0.64 4.76
C 0.81 2.57 1.70
C 3.51 0.71 -1.79
O -0.10 -2.78 -3.38
C -2.52 2.14 3.32
C -2.51 2.44 5.68
H -1.20 -1.24 -5.48
H -0.84 1.63 -1.11
H 4.20 -2.22 -2.85
C -1.30 0.23 2.28
H 5.08 0.21 -3.28
H -3.39 0.73 -5.34
C -2.55 1.17 -4.73
H -1.66 0.97 6.90
N 3.81 -1.42 -2.38
H -2.89 3.07 6.54
C 0.45 -3.65 0.01
C -1.75 1.27 5.86
H 1.12 -5.61 -0.85
Co 0.63 -0.43 -0.53
C -0.53 -1.66 -3.40
N -1.39 1.49 -2.00
C -1.53 -1.17 -4.45
C 2.09 -2.51 -0.99
H 3.60 1.75 -1.59
C -1.67 1.03 3.50
H 1.97 0.52 3.46
C 4.32 -0.13 -2.57
H -1.24 -0.87 2.36
H -0.39 -0.11 4.78
H 2.79 -4.16 -2.08

Record 8
Here is a cluster of 5 separate species, C19H26BCl8N2O2 in total from OMol25. Energies are from ωB97M-V/def2-TZVPD.

## Properties
- LUMO (eV) = 2.2
- charge = -1

Geometry (Å):
C -2.90 -0.41 0.40
Cl 1.73 6.55 -0.40
C -5.24 -1.27 0.92
C -0.57 -1.68 -1.01
C -5.55 2.97 0.84
C -3.46 -1.16 2.78
H -6.63 3.10 0.88
C -0.77 -3.55 -2.78
C 0.02 6.91 -0.69
H 0.50 0.05 -2.06
C 3.18 -0.99 1.41
H -1.65 -3.05 -3.25
H -1.44 -0.40 2.10
Cl -5.16 1.29 1.27
Cl 6.74 -2.68 0.66
Cl 1.21 3.59 0.59
H 1.02 -0.42 1.52
H 3.23 3.83 -0.60
Cl -0.43 8.46 0.02
O -1.72 -1.10 -1.63
N 1.76 -0.50 -0.55
H -6.26 -1.52 0.54
H 3.15 -1.18 2.52
H -5.53 -1.92 3.02
H -2.41 1.04 -1.39
H 8.44 -1.12 1.10
H 2.38 0.07 -1.13
C -4.80 -1.48 2.29
C 7.54 -1.11 0.50
N 1.62 -4.81 -1.49
H 4.15 -0.47 1.15
O -0.51 0.52 -0.35
H 1.63 -3.12 -0.17
H -0.16 6.94 -1.76
C 1.13 -3.63 -1.03
C -2.49 -0.63 1.79
H 1.32 -6.34 -2.89
H -3.18 -1.37 3.84
H -0.63 -1.92 0.09
C 1.91 -0.16 0.89
Cl 3.85 2.58 1.30
H 2.18 0.93 0.99
H 3.24 -1.99 0.91
C -0.04 -3.02 -1.63
C 0.37 -0.41 -1.03
C -4.28 -0.72 -0.05
C 2.95 3.84 0.45
H -0.58 6.12 -0.24
H -4.55 -0.56 -1.12
B -1.88 0.13 -0.79
C -0.21 -4.84 -3.26
Cl -4.79 4.12 1.96
H -0.67 -5.37 -4.13
Cl 6.49 0.20 1.06
H -5.18 3.16 -0.16
C 0.94 -5.35 -2.53
H 3.20 4.81 0.88
H 7.78 -0.94 -0.54